{
  "formula": "C34H45N3O10S",
  "method": "wB97M-V/def2-TZVPD",
  "symbols": ["C", "C", "C", "C", "O", "S", "O", "O", "O", "C", "C", "C", "C", "C", "C", "C", "C", "C", "C", "C", "C", "H", "H", "H", "H", "H", "H", "H", "H", "H", "H", "H", "H", "H", "H", "H", "H", "H", "H", "H", "H", "H", "H", "H", "H", "H", "H", "H", "H", "H", "H", "C", "C", "C", "C", "C", "C", "N", "O", "O", "H", "H", "H", "H", "H", "C", "C", "C", "C", "C", "C", "N", "O", "O", "H", "H", "H", "H", "H", "C", "C", "C", "C", "C", "C", "N", "O", "O", "H", "H", "H", "H", "H"],
  "positions_angstrom": [[4.3209, -4.1230, 2.4134], [3.6602, -3.7268, 3.4625], [2.3622, -4.3620, 3.9287], [1.1317, -3.4590, 3.7274], [1.2447, -2.2997, 2.8657], [-0.2499, -1.6396, 3.0167], [-0.8961, -1.2507, 1.8203], [-0.0651, -0.5754, 3.9353], [-1.1035, -2.9135, 3.5909], [-0.2534, -4.0781, 3.5947], [-0.5088, -5.0740, 2.4354], [0.0210, -4.4851, 1.1172], [-0.2127, -5.3807, -0.1210], [0.3804, -4.6151, -1.3531], [1.9279, -4.7443, -1.4475], [2.6642, -3.4059, -1.6694], [2.5429, -2.4157, -0.5002], [3.4417, -1.1751, -0.6615], [2.9355, 0.0683, 0.1323], [2.2191, 1.1089, -0.7515], [0.7594, 0.6952, -1.1074], [5.2051, -3.5853, 2.0739], [3.9958, -4.9700, 1.8084], [4.0386, -2.9090, 4.0771], [2.2318, -5.3765, 3.5247], [2.4586, -4.5011, 5.0156], [1.0469, -2.9660, 4.7193], [-0.3145, -4.6958, 4.5047], [-1.6006, -5.2133, 2.3875], [-0.0851, -6.0579, 2.6763], [-0.4915, -3.5350, 0.9142], [1.1009, -4.2848, 1.1591], [0.3713, -6.3089, -0.0285], [-1.2766, -5.5822, -0.2995], [-0.1393, -4.8779, -2.2808], [0.1550, -3.5540, -1.1548], [2.1268, -5.3658, -2.3361], [2.3179, -5.3002, -0.5794], [3.7235, -3.6542, -1.8570], [2.2986, -2.9811, -2.6184], [1.4809, -2.1503, -0.3935], [2.7986, -2.9317, 0.4381], [4.4183, -1.4282, -0.2141], [3.6522, -0.9228, -1.7099], [3.7800, 0.5226, 0.6704], [2.2251, -0.2749, 0.9016], [2.1313, 2.0303, -0.1526], [2.7980, 1.3793, -1.6456], [0.5149, 0.9269, -2.1544], [0.0847, 1.2205, -0.4171], [0.5850, -0.3784, -0.9637], [-1.3312, 5.3026, -5.1083], [-1.0259, 4.7150, -3.8886], [-0.2931, 3.5397, -3.8494], [0.1287, 2.9692, -5.0385], [-0.1757, 3.5418, -6.2620], [-0.9107, 4.7152, -6.2936], [0.9260, 1.7367, -4.9986], [1.1578, 1.2510, -3.9021], [1.3107, 1.2735, -6.0551], [-1.8997, 6.2249, -5.1352], [-1.3566, 5.1751, -2.9666], [-0.0571, 3.0849, -2.8969], [0.1530, 3.0891, -7.1867], [-1.1526, 5.1753, -7.2425], [-3.3985, -2.0128, 6.6921], [-4.2331, -2.0943, 7.7992], [-5.2824, -3.0000, 7.8124], [-5.4808, -3.8189, 6.7138], [-4.6606, -3.7428, 5.6009], [-3.6143, -2.8331, 5.5924], [-6.5780, -4.7977, 6.7344], [-7.2925, -4.8261, 7.7202], [-6.7052, -5.5251, 5.7658], [-2.5758, -1.3079, 6.6858], [-4.0639, -1.4529, 8.6541], [-5.9295, -3.0601, 8.6760], [-4.8237, -4.3816, 4.7443], [-2.9629, -2.7643, 4.7314], [-0.9943, 11.3999, -3.7418], [-0.3159, 10.3316, -3.1703], [0.1037, 9.2732, -3.9607], [-0.1592, 9.3009, -5.3199], [-0.8408, 10.3564, -5.9014], [-1.2599, 11.4102, -5.1048], [0.3056, 8.1910, -6.1639], [0.8828, 7.2703, -5.6171], [0.0855, 8.2579, -7.3613], [-1.3163, 12.2281, -3.1229], [-0.1113, 10.3252, -2.1079], [0.6316, 8.4434, -3.5120], [-1.0469, 10.3698, -6.9623], [-1.7911, 12.2426, -5.5471]],
  "e_tot_ha": -2637.06274,
  "charge": 0
}